Computed, not measured: a structure of composition C19H27BEuNO2P, with ωB97M-V/def2-TZVPD.

Last column: Mulliken charge in e.
Geometry (Å):
C: -3.56 -2.92 -1.64  -0.862
C: -2.53 -3.49 -0.90  -0.556
C: -1.48 -2.72 -0.41  0.088
C: -1.57 -1.39 -0.66  1.908
C: -2.50 -0.77 -1.44  -0.186
C: -3.54 -1.56 -1.93  -0.815
C: -0.35 -3.42 0.30  -1.553
C: 1.05 -2.86 -0.04  0.043
N: 1.70 -3.56 -1.14  -0.122
Eu: -0.02 -0.05 0.12  0.264
C: -2.37 0.69 -1.87  -1.387
P: -0.54 1.02 -2.20  0.860
H: -2.52 -4.57 -0.72  0.375
H: -4.31 -1.10 -2.55  0.373
H: -4.38 -3.55 -2.02  0.358
H: -2.69 1.40 -1.08  0.354
H: -2.94 0.91 -2.79  0.510
H: -0.44 -3.34 1.41  0.228
H: -0.37 -4.50 0.05  0.427
H: 0.99 -1.78 -0.29  -0.094
C: -0.31 2.73 -2.50  -1.238
C: -0.17 0.07 -3.67  -1.319
H: 1.70 -2.94 0.83  0.626
C: 1.14 -3.29 -2.46  -0.672
C: 3.16 -3.38 -1.12  -0.942
H: 1.00 1.48 0.68  -0.012
H: 1.65 -3.91 -3.21  0.454
H: 0.07 -3.54 -2.47  0.212
H: 1.25 -2.23 -2.76  0.054
H: 3.61 -4.01 -1.89  0.324
H: 3.46 -2.33 -1.30  0.287
H: 3.54 -3.68 -0.14  0.324
H: -0.73 0.49 -4.50  0.457
H: 0.91 0.14 -3.87  0.361
H: -0.43 -0.99 -3.54  0.242
H: -0.90 3.01 -3.37  0.399
H: -0.61 3.33 -1.63  0.317
H: 0.75 2.92 -2.69  0.355
H: 1.63 0.90 0.38  0.016
O: 0.66 -0.72 2.95  -0.691
B: -0.57 -1.05 2.24  0.615
O: -1.58 -0.12 2.72  -0.861
C: -0.90 0.88 3.39  0.811
C: -1.36 2.10 3.80  -0.888
C: -0.41 3.00 4.33  -0.429
C: 0.92 2.66 4.42  -0.457
C: 1.39 1.39 4.01  -0.829
C: 0.45 0.53 3.50  0.657
H: -2.40 2.36 3.70  0.457
H: -0.75 3.98 4.66  0.353
H: 1.65 3.37 4.82  0.355
H: 2.42 1.11 4.05  0.450

## Properties
LUMO level (alpha / beta) ... 0.1 / -0.2 eV
Frontier orbital gap (alpha / beta) ... 6.37 / 6.12 eV
Energy relative to the best compared isomer or geometry (same formula, charge and spin) ... 0.0 kJ/mol
<S²> ... 15.770
Charge ... 0
2S+1 ... 8